ORCA calculation (the ωB97M-V functional and the def2-TZVPD basis) on the molecule C3H5N3 at a distorted geometry.

Values from the calculation:
**HOMO energy**: -8.7871 eV
**Strongest force on any atom**: 1.34 eV/Å
**SMILES string**: NC1=NC=NC1
**Multiplicity**: 1
**Kohn-Sham gap**: 9.61 eV
**E_tot**: -7661.800 eV
**Molar mass**: 83.09 g mol⁻¹
**Energy relative to the best compared isomer or geometry (same formula, charge and spin)**: 0.6558 eV

Last column: Mulliken charge in e.
CARTESIAN COORDINATES (ANGSTROEM)
1 N 0.48 -0.50 -1.01  -0.675
2 H -0.89 -0.28 1.73  0.269
3 N 1.62 0.82 0.32  -0.395
4 N -1.65 -0.74 -0.18  -0.531
5 C -0.79 -1.04 -1.09  -0.054
6 C -0.92 0.15 0.72  -0.335
7 C 0.45 0.22 0.07  0.598
8 H 2.19 0.50 -0.46  0.277
9 H 1.91 1.43 1.07  0.187
10 H -1.42 1.12 0.79  0.269
11 H -0.98 -1.69 -1.94  0.388